Computed, not measured: a molecular structure, C4HErO2 at a distorted geometry, with ωB97M-V/def2-TZVPD.

Properties
Lowest unoccupied orbital energy (spin up / spin down) ... -9.3801 / -10.9881 eV
Kohn-Sham gap (spin up / spin down) ... 8.19 / 5.18 eV
Calculated total energy ... -1317.5991 Eh
Highest occupied orbital energy (spin up / spin down) ... -0.646 / -0.594 Ha

ORCA input file:
```
! wB97M-V def2-TZVPD RIJCOSX def2/J DEFGRID3
* xyz 2 4
O 0.8707 -2.1633 -0.4270
C -0.0369 -1.2457 -0.2885
C -1.3686 -0.9429 -0.2250
H 0.5909 -2.8639 -1.0343
C -0.2617 1.4894 0.1497
C -0.4100 0.0749 0.0575
O -0.0087 1.7610 1.4059
Er 0.6243 3.8905 0.3617
*
```

Atom-resolved charges from Mulliken, all expressed in e:
1. O -0.35
2. C 0.51
3. C -0.09
4. H 0.43
5. C -0.46
6. C 0.60
7. O -0.48
8. Er 1.85

=====

Computed, not measured: a molecular structure, C23H50InN2O2P3 at a distorted geometry, with ωB97M-V/def2-TZVPD.

Properties
Lowest unoccupied orbital energy ... -6.6284 eV
Kohn-Sham gap ... 6.74 eV
Relative energy (zero: lowest compared OMol25 entry of this formula, charge and spin) ... 0.000 eV
Calculated total energy ... -2380.0652 Eh
Highest occupied orbital energy ... -0.491 Ha

ORCA input file:
```
! wB97M-V def2-TZVPD RIJCOSX def2/J DEFGRID3
* xyz 2 1
In 0.1005 -0.2829 -0.9325
P -2.1713 0.1849 -1.9796
C -2.0399 0.9465 -3.6371
C -0.6202 1.1525 -4.1234
N 0.4354 1.0619 -3.3008
C 1.6758 1.2671 -3.7827
C 1.8771 1.8353 -5.0491
C 0.7768 2.0221 -5.8802
C -0.4675 1.6068 -5.4346
C 2.8735 0.8174 -2.9664
P 2.4536 -0.5899 -1.8698
H -1.3813 1.6807 -6.0319
H 2.8938 2.0347 -5.3740
H 0.8868 2.4381 -6.8828
H 3.6694 0.4877 -3.6546
H 3.2658 1.6276 -2.3253
H -2.5925 0.2705 -4.2885
H -2.5341 1.9385 -3.6627
H -0.9568 -3.5522 -5.5858
O -1.0823 -3.6282 -6.5367
H -2.0001 -3.9595 -6.5797
H 0.1900 -5.2850 -1.0898
O -0.0119 -4.5975 -1.7380
H 0.5001 -4.8608 -2.5283
C 2.6005 -2.0305 -2.9642
H 3.5762 -1.9573 -3.4671
H 2.5366 -2.9361 -2.3447
H 1.7826 -2.0306 -3.6972
C 3.8893 -0.7548 -0.7706
H 3.7315 -1.6481 -0.1455
H 4.7721 -0.8861 -1.4176
H 3.9888 0.1469 -0.1464
C -3.3249 1.3990 -1.2424
H -4.2684 1.3619 -1.8179
H -3.5264 1.1829 -0.1826
H -2.8451 2.3880 -1.3380
C -3.1052 -1.3966 -1.9649
H -3.3653 -1.6107 -0.9116
H -4.0379 -1.2878 -2.5444
H -2.4982 -2.2392 -2.3456
C -1.8285 1.3650 4.4928
C -1.8170 1.1259 2.9754
C -2.8912 0.0897 2.6184
C -2.1703 2.4306 2.2400
P -0.1402 0.4725 2.4123
N -0.1835 0.6343 0.8280
C 1.2879 1.5300 3.0146
C 1.6569 1.2092 4.4731
C 2.5344 1.3205 2.1355
C 0.9099 3.0160 2.8996
C 0.1179 -1.3722 2.7776
C 1.5578 -1.7618 2.4186
C -0.1733 -1.6731 4.2580
C -0.8292 -2.1816 1.8755
H -2.8537 1.6500 4.7792
H -1.1715 2.1892 4.7972
H -1.5673 0.4607 5.0580
H -3.8859 0.5348 2.7774
H -2.8158 -0.2045 1.5625
H -2.8383 -0.7936 3.2645
H -1.6853 3.3060 2.6759
H -1.8976 2.3634 1.1828
H -3.2525 2.6067 2.3241
H 2.1400 0.2301 4.5738
H 2.3919 1.9624 4.7961
H 0.7969 1.2731 5.1507
H 2.2951 1.4521 1.0726
H 3.2858 2.0710 2.4280
H 3.0049 0.3428 2.2797
H 0.5307 3.2568 1.8979
H 0.1857 3.3269 3.6613
H 1.8204 3.6101 3.0764
H 2.2997 -1.3190 3.0895
H 1.6685 -2.8538 2.4903
H 1.7912 -1.4833 1.3826
H -1.2314 -1.5309 4.5132
H 0.0585 -2.7322 4.4594
H 0.4427 -1.0726 4.9395
H -1.8642 -2.1665 2.2175
H -0.8192 -1.7727 0.8512
H -0.5074 -3.2290 1.8144
*
```

Atom-resolved charges from Mulliken, all expressed in e:
1. In 0.85
2. P 0.71
3. C -1.22
4. C 0.44
5. N -0.10
6. C 0.43
7. C -0.78
8. C -0.56
9. C -0.73
10. C -1.09
11. P 0.57
12. H 0.50
13. H 0.48
14. H 0.45
15. H 0.58
16. H 0.47
17. H 0.54
18. H 0.57
19. H 0.27
20. O -0.60
21. H 0.34
22. H 0.31
23. O -0.57
24. H 0.30
25. C -1.31
26. H 0.48
27. H 0.36
28. H 0.37
29. C -1.15
30. H 0.38
31. H 0.51
32. H 0.29
33. C -1.39
34. H 0.50
35. H 0.26
36. H 0.45
37. C -1.23
38. H 0.36
39. H 0.48
40. H 0.34
41. C -1.79
42. C 2.00
43. C -1.81
44. C -1.60
45. P 0.78
46. N -0.42
47. C 1.88
48. C -1.86
49. C -1.65
50. C -1.75
51. C 2.15
52. C -1.90
53. C -1.86
54. C -1.33
55. H 0.52
56. H 0.27
57. H 0.32
58. H 0.63
59. H 0.13
60. H 0.29
61. H 0.33
62. H 0.18
63. H 0.49
64. H 0.31
65. H 0.52
66. H 0.30
67. H 0.12
68. H 0.55
69. H 0.34
70. H 0.26
71. H 0.28
72. H 0.62
73. H 0.24
74. H 0.58
75. H 0.27
76. H 0.34
77. H 0.51
78. H 0.30
79. H 0.27
80. H -0.17
81. H 0.50

=====

Computed, not measured: 2 unconnected molecules or ions with the total composition C4H8O2, with ωB97M-V/def2-TZVPD.

Properties
Lowest unoccupied orbital energy ... 0.6659 eV
Kohn-Sham gap ... 11.08 eV
Relative energy (zero: lowest compared OMol25 entry of this formula, charge and spin) ... 2.824 eV
Calculated total energy ... -307.6086 Eh
Highest occupied orbital energy ... -0.383 Ha

ORCA input file:
```
! wB97M-V def2-TZVPD RIJCOSX def2/J DEFGRID3
* xyz 0 1
C -1.6097 -0.1402 0.4554
C -0.6729 0.9653 0.0453
O -0.3255 1.8959 1.0581
C 0.7016 1.0590 0.5515
C 1.4497 -1.4526 -1.0216
O 2.5506 -1.3917 -0.5366
H -1.2502 -0.6371 1.3622
H -1.7078 -0.8866 -0.3421
H -2.6068 0.2636 0.6604
H -0.8876 1.4300 -0.9203
H 1.4704 1.5607 -0.0370
H 1.1869 -0.9241 -1.9600
H 0.6324 -2.0408 -0.5582
H 1.0689 0.2985 1.2427
*
```

Atom-resolved charges from natural (NBO), all expressed in e:
1. C -0.64
2. C 0.05
3. O -0.49
4. C -0.12
5. C 0.28
6. O -0.50
7. H 0.22
8. H 0.21
9. H 0.22
10. H 0.18
11. H 0.19
12. H 0.11
13. H 0.11
14. H 0.19

=====

Computed, not measured: 8 unconnected molecules or ions with the total composition C79H171N7O2 at a distorted geometry, with ωB97M-V/def2-TZVPD.

Properties
Lowest unoccupied orbital energy ... -10.8576 eV
Kohn-Sham gap ... 9.64 eV
Relative energy (zero: lowest compared OMol25 entry of this formula, charge and spin) ... 44.984 eV
Calculated total energy ... -3642.6625 Eh
Highest occupied orbital energy ... -0.753 Ha

ORCA input file:
```
! wB97M-V def2-TZVPD RIJCOSX def2/J DEFGRID3
* xyz 6 1
C 0.3039 1.6207 0.9084
C -0.4634 0.5551 0.1535
O -0.2767 -0.6347 0.5004
O -1.3061 1.0265 -0.6744
H -0.1726 1.6010 1.8885
H 0.0786 2.6525 0.6389
H 1.3637 1.3934 1.0238
C 2.7544 0.2099 -2.6697
C 4.2305 0.1467 -3.1780
C 5.1714 -0.3511 -2.0593
C 5.1200 -1.8999 -1.6553
N 5.3553 -2.1073 -0.1035
C 6.9222 -1.9487 0.1957
C 7.0870 -2.8832 1.3641
C 6.1910 -4.0852 1.1850
C 5.0810 -3.5993 0.1984
C 4.5538 -1.1945 0.9003
C 2.9845 -1.1233 0.8166
C 2.3071 -0.1174 1.7479
H 2.3657 -0.7962 -2.5126
H 2.0992 0.6895 -3.3969
H 2.6554 0.8356 -1.7827
H 4.5573 1.0926 -3.6101
H 4.2863 -0.6500 -3.9197
H 5.2273 0.3101 -1.1945
H 6.1976 -0.1768 -2.3829
H 5.8679 -2.5252 -2.1428
H 4.1247 -2.3433 -1.6850
H 7.1183 -0.8935 0.3859
H 7.4090 -2.2889 -0.7183
H 6.7952 -2.2553 2.2059
H 8.1330 -3.0848 1.5951
H 5.7173 -4.4483 2.0971
H 6.7692 -4.9376 0.8284
H 4.0793 -3.7098 0.6138
H 5.2561 -4.1072 -0.7500
H 4.9593 -0.2030 0.6988
H 4.8380 -1.4258 1.9268
H 2.5511 -2.0981 1.0403
H 2.6634 -0.8229 -0.1808
H 2.3805 -0.4743 2.7751
H 1.2882 0.0257 1.3881
H 2.7897 0.8590 1.7047
C -5.8254 0.7294 -1.8912
C -5.8051 1.4330 -3.2684
C -4.7288 2.6165 -3.2866
C -5.2222 3.7793 -2.3990
N -4.3455 5.0270 -2.4825
C -4.9443 6.1360 -1.5875
C -4.5207 7.4614 -2.2005
C -4.5678 7.1346 -3.6819
C -4.2897 5.6760 -3.8735
C -2.8674 4.7809 -2.1049
C -2.6024 3.9444 -0.7857
C -1.1239 3.4788 -0.5655
H -4.8276 0.6093 -1.4692
H -6.3263 -0.2279 -2.0354
H -6.4160 1.2495 -1.1370
H -6.7428 1.7541 -3.7221
H -5.5490 0.6684 -4.0018
H -4.6763 2.9534 -4.3219
H -3.7138 2.3056 -3.0391
H -5.1960 3.6222 -1.3207
H -6.2247 4.0757 -2.7079
H -4.6936 5.9241 -0.5481
H -6.0313 6.1038 -1.6619
H -3.4805 7.6675 -1.9486
H -5.0768 8.3484 -1.8970
H -3.8350 7.6004 -4.3409
H -5.5263 7.3591 -4.1498
H -3.3024 5.4872 -4.2952
H -5.0702 5.2543 -4.5068
H -2.2539 5.6816 -2.1240
H -2.3916 4.2038 -2.8978
H -3.3053 3.1118 -0.7571
H -2.8777 4.5482 0.0790
H -0.8849 2.6164 -1.1877
H -0.9690 3.0703 0.4332
H -0.3790 4.2701 -0.6499
C 1.5097 -7.0679 -5.1936
C 1.2591 -5.4886 -5.3152
C 0.8367 -4.8252 -4.0275
C 0.0929 -3.4108 -4.2530
N -0.0687 -2.6878 -2.8677
C -0.9904 -1.4392 -2.9976
C -0.5542 -0.4247 -1.9238
C 0.8479 -0.8719 -1.4322
C 1.2594 -2.0042 -2.4097
C -0.6430 -3.6103 -1.7507
C -1.9662 -4.3749 -1.9816
C -2.6015 -4.7535 -0.6568
H 1.7175 -7.7101 -6.0495
H 0.6822 -7.5637 -4.6861
H 2.3916 -7.2406 -4.5767
H 0.5092 -5.3647 -6.0965
H 2.1115 -5.0181 -5.8053
H 1.7787 -4.6535 -3.5065
H 0.2632 -5.5058 -3.3982
H -0.9273 -3.5373 -4.6153
H 0.7119 -2.7214 -4.8271
H -2.0433 -1.7036 -3.0954
H -0.7134 -1.0517 -3.9781
H -1.2210 -0.2224 -1.0856
H -0.5975 0.5701 -2.3672
H 0.7892 -1.2787 -0.4227
H 1.5757 -0.0692 -1.3134
H 1.8836 -2.8019 -2.0071
H 1.6748 -1.4944 -3.2790
H -0.8264 -2.9247 -0.9234
H 0.2214 -4.1914 -1.4292
H -1.7222 -5.2588 -2.5709
H -2.6669 -3.8530 -2.6334
H -3.5876 -5.2062 -0.7606
H -2.7805 -3.8543 -0.0672
H -2.0183 -5.5078 -0.1286
C -2.2087 4.0089 3.5295
C -1.8175 2.5087 3.3380
C -2.8591 1.8334 2.3840
C -2.7614 0.2965 2.2238
N -3.8453 -0.3470 1.2496
C -3.5936 -1.8756 1.1245
C -2.8997 -2.0349 -0.1601
C -3.3916 -0.9480 -1.0567
C -3.8215 0.1720 -0.1735
C -5.3014 -0.1023 1.8463
C -5.5535 -0.6440 3.1840
C -7.0684 -0.8664 3.3200
H -2.3806 4.5653 2.6080
H -1.3242 4.3882 4.0411
H -3.1099 4.2783 4.0803
H -1.6908 2.0525 4.3198
H -0.8215 2.5493 2.8972
H -2.9376 2.4685 1.5017
H -3.8536 2.0218 2.7886
H -2.8791 -0.1303 3.2198
H -1.8393 0.0363 1.7041
H -4.5944 -2.2801 0.9731
H -3.2690 -2.4724 1.9769
H -3.0558 -3.0229 -0.5931
H -1.8334 -2.0151 0.0648
H -4.1759 -1.2341 -1.7575
H -2.5536 -0.7527 -1.7259
H -4.8125 0.5272 -0.4560
H -3.0792 0.9684 -0.1189
H -5.9051 -0.5090 1.0350
H -5.4489 0.9777 1.8529
H -5.1808 0.0389 3.9474
H -5.0932 -1.6167 3.3572
H -7.6430 0.0594 3.3520
H -7.3150 -1.2999 4.2892
H -7.4618 -1.6060 2.6226
C 4.0541 2.4145 -0.5580
C 2.5397 2.5139 -0.7225
C 2.0737 2.7514 -2.1869
C 0.7033 2.0751 -2.5120
N 0.1984 2.3440 -3.9227
C 1.2956 2.1185 -5.0188
C 1.7804 3.5029 -5.4334
C 0.5341 4.3326 -5.3176
C -0.1714 3.8905 -4.0477
C -1.0234 1.3683 -4.2686
C -2.2329 1.4684 -3.3635
C -3.3864 0.5400 -3.6887
H 4.6219 1.7786 -1.2371
H 4.2512 2.1165 0.4718
H 4.5657 3.3585 -0.7456
H 2.1882 3.4065 -0.2050
H 2.0060 1.6449 -0.3375
H 2.8260 2.3755 -2.8803
H 2.2040 3.8261 -2.3144
H -0.0923 2.4506 -1.8684
H 0.6733 0.9949 -2.3695
H 0.8332 1.6569 -5.8912
H 2.0362 1.3623 -4.7582
H 2.2006 3.6374 -6.4301
H 2.5198 3.8741 -4.7237
H -0.0325 4.1306 -6.2266
H 0.7092 5.4066 -5.3800
H -1.2271 4.0779 -4.2439
H 0.0730 4.4685 -3.1564
H -0.6020 0.3804 -4.4545
H -1.4485 1.7716 -5.1876
H -2.6707 2.4665 -3.3763
H -1.9846 1.2659 -2.3216
H -3.7770 0.7902 -4.6751
H -4.2611 0.6618 -3.0498
H -3.0601 -0.4983 -3.7475
C -3.9371 -6.3860 1.0492
C -3.3773 -5.4673 2.1302
C -2.1202 -4.6711 1.5965
C -1.4475 -3.7920 2.7100
N -0.0229 -3.2722 2.3097
C 0.0699 -2.9043 0.7647
C 1.2118 -3.8644 0.1626
C 2.0304 -4.3540 1.3391
C 1.0287 -4.4430 2.4995
C 0.3787 -2.0220 3.1996
C -0.6239 -0.8517 3.1828
C -0.0744 0.5036 3.6220
H -4.8505 -6.9400 1.2651
H -3.1335 -6.9772 0.6100
H -4.1584 -5.6980 0.2332
H -3.0493 -6.0550 2.9876
H -4.2015 -4.8187 2.4272
H -2.5464 -4.0910 0.7779
H -1.3777 -5.2870 1.0890
H -1.3560 -4.3362 3.6500
H -2.0901 -2.9391 2.9283
H 0.4778 -1.8983 0.6654
H -0.8416 -2.8896 0.1671
H 1.8424 -3.3520 -0.5639
H 0.8059 -4.6829 -0.4319
H 2.9242 -3.7524 1.5043
H 2.4118 -5.3196 1.0072
H 1.3666 -4.3048 3.5266
H 0.5222 -5.4066 2.5553
H 1.3805 -1.7389 2.8763
H 0.6196 -2.3681 4.2048
H -1.5130 -1.1142 3.7561
H -1.0291 -0.6185 2.1982
H 0.4541 0.4482 4.5737
H -0.7991 1.3176 3.6016
H 0.6283 0.9332 2.9081
C 1.8396 4.1813 2.0512
C 1.6401 2.8283 2.7810
C 2.4546 2.6278 3.9924
C 2.3254 1.1805 4.6067
N 3.5274 0.9684 5.6381
C 3.3414 -0.4086 6.2710
C 3.3874 -0.2581 7.8037
C 3.9436 1.1096 7.9769
C 3.3548 1.8677 6.8409
C 5.0509 1.0081 5.0106
C 5.2164 0.2601 3.6167
C 6.6675 0.3546 3.0906
H 1.7553 5.0197 2.7426
H 1.2909 4.3899 1.1328
H 2.8945 4.2362 1.7823
H 1.9591 1.9917 2.1594
H 0.6084 2.5953 3.0443
H 2.1116 3.3659 4.7174
H 3.4983 2.8399 3.7602
H 2.4842 0.3794 3.8849
H 1.3820 0.9969 5.1210
H 4.0663 -1.0808 5.8118
H 2.3251 -0.7461 6.0680
H 4.1362 -0.9984 8.0853
H 2.3815 -0.4213 8.1904
H 4.9998 1.2861 8.1800
H 3.5114 1.4686 8.9109
H 3.8850 2.7775 6.5598
H 2.2946 2.0753 6.9860
H 5.6808 0.5942 5.7980
H 5.2924 2.0640 4.8886
H 4.5368 0.7332 2.9079
H 4.9028 -0.7827 3.6642
H 6.7032 -0.1470 2.1235
H 7.3493 -0.1924 3.7419
H 7.0510 1.3632 2.9365
*
```

Results of the Mulliken charge analysis, in e, for atoms 1 through 99:
1. C -1.55
2. C 1.59
3. O 0.63
4. O 0.64
5. H -1.87
6. H -0.82
7. H -0.55
8. C 0.92
9. C -1.33
10. C -1.03
11. C -0.48
12. N 0.41
13. C -0.82
14. C -0.06
15. C -1.11
16. C -0.05
17. C -1.69
18. C 1.59
19. C -1.56
20. H -1.39
21. H -0.93
22. H -1.06
23. H 0.48
24. H 0.48
25. H -0.03
26. H 0.50
27. H 0.92
28. H 0.00
29. H 0.54
30. H 0.55
31. H -0.19
32. H 0.64
33. H 0.50
34. H 0.31
35. H -0.97
36. H 0.73
37. H 0.28
38. H 0.32
39. H -1.14
40. H -0.10
41. H 1.09
42. H 2.64
43. H 0.08
44. C -0.47
45. C -1.32
46. C 0.85
47. C -1.43
48. N 0.79
49. C -0.72
50. C -0.59
51. C -1.05
52. C -0.10
53. C -0.77
54. C -0.45
55. C 0.11
56. H -0.40
57. H 0.36
58. H 0.65
59. H 0.59
60. H 0.61
61. H 0.65
62. H -0.91
63. H 0.38
64. H 0.54
65. H 0.35
66. H 0.55
67. H 0.26
68. H 0.48
69. H 0.41
70. H 0.40
71. H 0.13
72. H 0.46
73. H 0.87
74. H -1.45
75. H -0.72
76. H 0.71
77. H 0.14
78. H -0.23
79. H 1.32
80. C -1.28
81. C -0.67
82. C 0.00
83. C -1.03
84. N 0.74
85. C -1.48
86. C 0.30
87. C 0.21
88. C -1.03
89. C -0.29
90. C -1.42
91. C -1.55
92. H 0.41
93. H 0.32
94. H 0.31
95. H 0.43
96. H 0.44
97. H 0.05
98. H 0.03
99. H 0.68